(1)
Here is the ion C5H6N with charge +1 in a non-equilibrium geometry from OMol25. Energies are from wB97M-V/def2-TZVPD.

Last column: Mulliken spin population.
Cartesian coordinates (Å):
C 0.34771 2.43788 0.55675  0.0913
C 1.40007 2.12390 -0.23483  0.1228
C -0.40314 -0.02285 0.04322  0.2208
C 0.31651 1.20358 -0.07705  0.2390
C -0.63333 -2.33982 -0.26336  0.0444
N -0.06794 -1.10885 -0.53282  1.1039
H 0.10144 3.19476 1.33401  0.0056
H 2.36052 2.31942 -0.76144  0.0029
H -1.29102 0.23359 0.65877  0.0758
H 0.18159 -2.91256 0.24399  0.0290
H -1.51509 -2.39071 0.25163  0.0482
H -0.79733 -2.73835 -1.21888  0.0164

Energy (eV): -6758.610
Charge: +1
Spin multiplicity: 3
Lowest unoccupied orbital energy (spin up / spin down) (eV): -3.7 / -7.8
HOMO-LUMO gap (spin up / spin down) (eV): 8.543 / 8.122
Expectation value of S²: 2.015

(2)
Here is an isolated molecule of C14H13ClFNO3 in a non-equilibrium geometry from OMol25. Energies are from wB97M-V/def2-TZVPD.

Last column: Löwdin charge in e.
Cartesian coordinates (Å):
C -0.52207 -2.14829 -4.57435  -0.0581
C 0.19200 -2.70096 -3.34977  -0.1979
H -0.22253 -3.66503 -3.04960  0.1267
H 1.26414 -2.79909 -3.54613  0.1263
O 0.00642 -1.85146 -2.21430  0.0054
C 0.82852 -0.82022 -2.08719  -0.4666
O 1.70449 -0.53208 -2.85755  0.1373
C 0.56313 -0.03872 -0.80043  -0.1260
C 1.36967 -0.66377 0.29011  -0.2391
C 1.99623 -0.12389 1.38004  0.0094
C 2.53281 -1.25071 2.03998  -0.1235
N 2.24791 -2.34561 1.39439  0.0660
O 1.52660 -1.99476 0.30981  0.0188
H 3.10424 -1.28815 2.94497  0.1105
H 2.05976 0.90553 1.66252  0.1148
H 0.91972 0.98443 -0.95120  0.1476
C -0.93183 -0.02598 -0.41691  -0.0930
C -1.13656 0.81968 0.80410  -0.1812
C -1.21021 0.24858 2.07086  -0.2312
C -1.35462 0.99170 3.22730  -0.0024
C -1.42763 2.36943 3.12784  -0.0726
C -1.35738 2.98206 1.88937  -0.1086
C -1.20915 2.21002 0.74787  -0.5924
Cl -1.11230 3.00561 -0.78459  0.7378
H -1.41349 4.05542 1.80341  0.1029
H -1.53941 2.96868 4.01739  0.1084
H -1.40572 0.48755 4.17871  0.1199
F -1.14396 -1.09255 2.17677  0.0850
H -1.25660 -1.04885 -0.22662  0.1307
H -1.50503 0.37969 -1.25146  0.1129
H -1.58011 -2.01057 -4.36417  0.0779
H -0.41255 -2.84204 -5.40271  0.0780
H -0.08892 -1.19197 -4.85757  0.0764

Energy (eV): -37600.680
SMILES: CCOC(=O)[C@@H](Cc1c(F)cccc1Cl)c1ccno1
Lowest unoccupied orbital energy (eV): 0.7
HOMO-LUMO gap (eV): 10.179

(3)
Here is an isolated molecule of C2H4NP in a non-equilibrium geometry from OMol25. Energies are from wB97M-V/def2-TZVPD.

Last column: Löwdin charge in e.
Cartesian coordinates (Å):
C -0.55610 0.85375 0.14073  -0.3799
C 0.85911 -0.92675 -0.34336  -0.3857
N -1.66252 0.50119 -0.21561  0.0713
P 1.18773 0.73463 -0.00701  0.7079
H 0.47974 -1.59850 0.40520  -0.0026
H 0.82667 -1.24903 -1.36789  -0.0124
H -2.52146 0.97873 0.00267  0.0668
H 1.38683 0.70597 1.38527  -0.0655

Energy (eV): -12913.590
SMILES: C=[PH]=C=N
Lowest unoccupied orbital energy (spin up / spin down) (eV): 0.2 / 0.2
HOMO-LUMO gap (spin up / spin down) (eV): 7.518 / 7.665

Energy above the lowest of the compared OMol25 structures with the same formula, charge and spin, record by record: 53.2, 0.0, 67.8 kcal/mol